(1)
{"formula": "C9H25N7PPb", "method": "the ωB97M-V functional and the def2-TZVPD basis", "spin_multiplicity": 1, "mol_weight_da": 469.52, "charge": 3, "gap_ev": [6.606, 7.098], "species": ["H", "H", "H", "H", "H", "H", "H", "C", "H", "N", "H", "N", "H", "C", "H", "H", "C", "C", "N", "N", "H", "N", "H", "H", "H", "C", "H", "Pb", "C", "C", "N", "N", "P", "H", "H", "H", "H", "C", "C", "H", "H", "H", "H"], "xyz": [[2.86, 2.36, -2.23], [1.44, 0.57, -4.16], [-1.84, -2.14, 1.11], [-3.18, 2.99, -0.83], [4.40, 1.55, -2.58], [-0.20, 1.96, 1.82], [-1.23, -1.98, -2.65], [-1.75, 0.87, 2.56], [-2.50, 1.52, 3.01], [2.07, -0.24, 1.57], [1.77, -1.19, -4.10], [-1.06, 1.56, 1.45], [4.23, -1.27, -0.79], [2.18, -0.19, -3.91], [3.06, -0.05, -4.54], [4.65, -1.36, -2.52], [-2.41, -0.42, 2.11], [-2.59, 2.16, -0.43], [-1.29, -2.11, -1.64], [-1.39, -1.31, 1.49], [-1.14, 3.44, 0.51], [-1.62, 1.65, -1.42], [-1.01, 0.65, 3.34], [-2.54, 3.09, 1.50], [-2.28, -2.24, -1.47], [2.73, -0.30, 2.52], [-0.75, -1.64, 2.21], [-0.11, -0.09, -0.22], [-1.84, 2.65, 0.80], [3.51, 1.54, -1.94], [4.44, -1.88, 5.08], [3.49, -0.20, 3.57], [2.72, -0.05, -2.20], [-1.09, 2.44, -1.81], [3.34, -2.36, -1.88], [-3.28, 1.36, -0.18], [3.83, 1.65, -0.90], [3.83, -1.39, -1.79], [3.99, -1.07, 4.33], [-2.88, -0.91, 2.97], [-0.87, -3.02, -1.46], [-2.11, 1.25, -2.22], [-3.19, -0.24, 1.37]]}

(2)
{"formula": "C9H25O2Si", "method": "the ωB97M-V functional and the def2-TZVPD basis", "spin_multiplicity": 1, "mol_weight_da": 193.38, "charge": 1, "gap_ev": 8.145, "species": ["C", "C", "H", "H", "H", "H", "O", "O", "H", "H", "C", "H", "C", "H", "H", "H", "H", "H", "H", "C", "H", "C", "C", "H", "H", "H", "H", "H", "C", "H", "H", "H", "H", "H", "C", "Si", "H"], "xyz": [[2.54, 0.61, -1.19], [3.60, -1.77, 1.74], [-4.88, -0.99, -1.19], [2.09, 0.33, -2.13], [-0.71, 0.82, -1.20], [-1.88, 2.93, 0.40], [-0.35, -1.67, -1.36], [-3.83, -0.75, 0.58], [-2.44, 1.12, 2.03], [-4.05, 1.26, 0.46], [2.82, -0.67, -0.36], [3.72, -1.11, -0.78], [-1.26, 2.06, 0.53], [3.88, 0.26, 1.24], [-0.55, 2.30, 1.30], [3.55, -1.67, 2.82], [-0.60, -0.99, -2.03], [1.86, 3.25, -0.97], [2.21, -0.18, 1.67], [-4.31, -1.55, -0.46], [2.03, -1.39, -0.53], [-0.41, 1.76, -0.74], [-2.06, 0.86, 1.05], [3.49, 1.08, -1.41], [1.73, 2.04, 1.06], [-0.66, 2.53, -1.47], [-3.53, -2.12, -0.97], [-0.82, -1.52, -0.51], [-3.29, 0.53, 0.20], [-1.41, -0.01, 1.12], [-4.98, -2.28, -0.02], [-0.49, -2.58, -1.70], [2.97, -2.61, 1.48], [4.63, -1.97, 1.49], [3.09, -0.47, 1.11], [1.45, 1.94, -0.39], [-3.13, 0.60, -0.87]]}